Computed, not measured: an isolated ion of composition C4H6N3 and charge +1 in a non-equilibrium geometry, with the ωB97M-V functional and the def2-TZVPD basis.

```
13
Properties=species:S:1:pos:R:3:forces:R:3
C 3.8332 -0.3305 -0.1789 1.1 0.9 0.2
C 1.1646 -0.6345 0.0587 0.4 -1.0 0.5
C -1.0863 0.6270 0.5690 3.9 1.6 -2.5
C -1.1197 0.0906 -0.7928 0.4 0.5 -2.1
N 2.9906 0.4179 0.0247 -1.0 -1.0 -0.7
N 1.7398 0.5515 0.1050 -3.7 0.7 0.7
N -0.3029 -0.6061 0.2558 -1.4 -0.6 0.8
H 4.8496 -0.3994 -0.1604 2.6 -1.1 -0.2
H -0.2707 1.3911 0.7094 -1.7 -0.2 0.1
H -1.9075 0.5178 1.1340 -2.5 -0.3 2.4
H -1.8234 -0.5842 -1.2528 -0.9 0.1 0.7
H -0.6586 0.6462 -1.6685 0.4 -0.8 1.7
H -0.8625 -1.4259 0.7104 2.3 1.2 -1.6
```
Positions in Å, forces in eV/Å.

Computed properties:
Charge: +1
Orbital gap (alpha / beta), eV: 8.28 / 8.28
Total energy, eV: -8701.27846
Relative energy (zero: lowest compared OMol25 entry of this formula, charge and spin), kcal per mole: 166.6

=====

Computed, not measured: a 2-piece molecular cluster, C4H6N3O overall in a non-equilibrium geometry, with the ωB97M-V functional and the def2-TZVPD basis.

```
14
Properties=species:S:1:pos:R:3:forces:R:3
C 0.3817 -1.2817 1.4828 -1.3 1.1 -2.1
C 0.5588 -2.1164 2.5535 0.2 -0.6 0.7
C -1.0440 0.2913 -1.1550 1.4 3.2 -1.8
C -0.1340 2.3041 -2.2365 -1.2 -2.7 1.3
N -0.6567 -1.1555 0.6665 0.0 -1.7 1.8
N 0.9125 0.3080 0.0939 -0.1 1.4 -1.6
N -0.3192 -0.1734 -0.1823 0.5 0.4 -0.1
O 1.3517 -0.3632 1.1007 0.4 -1.0 1.4
H 1.4747 -2.0905 3.1133 0.2 0.0 0.1
H -0.2233 -2.8022 2.8299 -0.1 0.0 0.0
H -2.0164 -0.0911 -1.3997 -0.2 -0.4 0.3
H 0.4530 2.6258 -1.3971 0.1 0.1 0.1
H 0.3485 1.7804 -3.0422 0.1 0.0 -0.1
H -1.0874 2.7646 -2.4279 -0.1 0.1 0.0
```
Positions in Å, forces in eV/Å.

Computed properties:
Charge: +1
Orbital gap (alpha / beta), eV: 8.03 / 6.96
Total energy, eV: -10747.15778
Relative energy (zero: lowest compared OMol25 entry of this formula, charge and spin), kcal per mole: 186.9

=====

Computed, not measured: an isolated ion of composition C4H6N3O2 and charge +1 in a non-equilibrium geometry, with the ωB97M-V functional and the def2-TZVPD basis.

```
15
Properties=species:S:1:pos:R:3:forces:R:3
C -0.9940 0.2068 -0.5014 -3.4 -0.3 -1.3
C -1.8946 -0.1550 0.5780 3.0 0.6 -1.4
C 1.5582 0.1957 -0.9395 1.0 -1.0 -0.8
C 2.8853 0.0254 -0.2195 -1.6 0.7 0.0
N 0.1572 -0.5697 1.1566 4.2 1.1 -0.1
N 0.2184 -0.0496 -0.0366 -0.3 -1.0 0.6
N -3.2021 -0.2356 0.7321 -0.3 0.4 0.9
O 1.4050 0.4920 -2.0716 -1.0 -0.2 1.6
O -1.0604 -0.5056 1.5770 -2.2 -0.5 -0.4
H -1.1982 0.3441 -1.6170 0.3 0.2 2.0
H 2.9802 -0.9319 0.3661 -0.1 1.3 -0.5
H 2.8235 0.9755 0.3844 0.9 -1.1 0.1
H 3.5789 0.1491 -1.0638 0.2 -0.2 0.7
H -3.6204 0.2599 -0.0273 -1.2 0.2 0.0
H -3.6372 -0.2012 1.6825 0.6 -0.1 -1.4
```
Positions in Å, forces in eV/Å.

Computed properties:
Charge: +1
SMILES: CC(=O)[n+]1cc(N)on1
Orbital gap, eV: 9.14
Total energy, eV: -12800.65316
Relative energy (zero: lowest compared OMol25 entry of this formula, charge and spin), kcal per mole: 93.6

=====

Computed, not measured: one molecule with the formula C4H6N3PS in a non-equilibrium geometry, with the ωB97M-V functional and the def2-TZVPD basis.

```
15
Properties=species:S:1:pos:R:3:forces:R:3
C 0.3113 0.4295 -1.2749 -1.3 -0.1 -0.5
C -1.0008 0.3799 -1.2128 0.1 0.7 2.4
C -0.9292 -1.3198 1.1761 0.9 0.6 0.2
C 0.8653 0.3397 1.0861 0.0 1.1 -1.6
N -0.1113 -0.4596 1.5581 -1.0 -1.8 -0.6
N 1.1617 0.6315 -0.2091 -1.8 -1.3 4.6
N 1.5810 0.9191 2.0781 -0.2 -1.2 0.1
P -1.7410 -0.2750 -2.6216 -0.3 -2.0 -0.5
S -1.9225 -2.5255 1.0547 0.7 1.2 -0.1
H 0.8162 0.2979 -2.1622 1.8 -0.4 -2.1
H 1.9286 1.2118 -0.2775 2.0 1.3 -0.5
H 1.3811 0.5817 2.9965 -0.1 -0.1 0.3
H 1.9727 1.8160 2.0419 0.5 1.1 -0.5
H -3.0355 -0.3512 -2.0551 -0.2 -0.5 -0.4
H -1.2774 -1.6757 -2.1783 -1.0 1.4 -0.9
```
Positions in Å, forces in eV/Å.

Computed properties:
Orbital gap, eV: 5.60
Total energy, eV: -28834.67745
Relative energy (zero: lowest compared OMol25 entry of this formula, charge and spin), kcal per mole: 75.7

=====

Computed, not measured: C4H6N4 as an isolated structure in a non-equilibrium geometry, with the ωB97M-V functional and the def2-TZVPD basis.

```
14
Properties=species:S:1:pos:R:3:forces:R:3
C -1.8444 -1.2787 -0.0619 -2.7 -1.2 -1.2
C -0.6932 -0.7083 0.2483 1.2 0.2 -0.4
C 1.5304 0.0025 0.1263 4.5 0.4 -0.6
C -0.5863 0.6790 0.0703 -3.3 7.9 1.0
H -2.6211 -0.5781 -0.5552 1.5 -1.0 1.3
H -2.2698 -2.3320 -0.0376 1.5 1.2 0.3
H 0.7777 -2.0541 -0.2508 0.5 4.0 3.7
H 3.4593 0.3939 -0.5615 -0.5 1.0 0.1
H 1.1794 2.1024 0.7578 -1.5 -2.6 -1.5
H -1.4459 2.4631 -0.2444 -0.4 -2.4 0.6
N 0.6541 -0.9970 0.5526 0.4 -8.2 -3.9
N 2.7601 -0.2740 -0.3012 -4.1 -0.7 1.6
N 0.7922 1.1717 0.3297 -0.8 0.3 -0.4
N -1.6926 1.4094 -0.0723 3.8 1.2 -0.6
```
Positions in Å, forces in eV/Å.

Computed properties:
Orbital gap, eV: 9.14
Total energy, eV: -10201.62301
Relative energy (zero: lowest compared OMol25 entry of this formula, charge and spin), kcal per mole: 99.5

=====

Computed, not measured: one molecule with the formula C4H6N4 in a non-equilibrium geometry, with the ωB97M-V functional and the def2-TZVPD basis.

```
14
Properties=species:S:1:pos:R:3:forces:R:3
C -2.0623 1.2399 0.6396 -0.5 -0.8 -1.8
C 0.6602 0.0625 -0.1888 -2.3 4.0 0.5
C -0.0102 -1.0687 -0.4947 -5.4 -2.5 2.4
C 1.9458 -0.3176 -0.2849 3.4 5.5 2.8
H -2.7729 0.8814 -0.3437 1.9 0.3 3.0
H -2.7633 2.0814 1.1445 2.0 -2.3 -0.7
H -1.4751 0.3357 1.3423 -2.5 2.6 -1.9
H -1.1178 -1.1032 -0.2803 1.3 -0.5 -1.0
H 2.8410 -2.1473 -0.5605 -2.6 1.3 -0.1
H 2.8217 0.2781 0.2584 -1.6 -1.5 -2.1
N -0.9153 1.9973 -0.0603 -1.4 -0.7 2.6
N 0.1934 1.4963 -0.0979 2.4 -0.9 -2.2
N 0.7294 -2.1820 -0.4967 0.0 2.0 -2.2
N 1.9253 -1.5539 -0.5768 5.1 -6.7 0.7
```
Positions in Å, forces in eV/Å.

Computed properties:
SMILES: C/N=N\c1cn[nH]c1
Orbital gap, eV: 8.67
Total energy, eV: -10200.04691
Relative energy (zero: lowest compared OMol25 entry of this formula, charge and spin), kcal per mole: 135.9

=====

Computed, not measured: one molecule with the formula C4H6N4 in a non-equilibrium geometry, with the ωB97M-V functional and the def2-TZVPD basis.

```
14
Properties=species:S:1:pos:R:3:forces:R:3
C 0.3400 0.5384 -0.1454 -5.0 0.5 1.1
C 1.6350 0.4661 -0.2071 4.0 -0.2 1.6
C 1.8687 -0.9213 -0.0795 -1.8 -1.0 1.5
C -1.5665 -1.1754 -0.1243 1.4 -1.7 0.6
H -0.4856 2.2102 -0.7825 -0.3 0.3 1.3
H -0.5425 2.1248 1.0305 0.3 -1.4 -3.0
H 2.3344 1.1886 0.2912 -0.6 -0.4 -1.6
H 2.7904 -1.3431 0.1364 1.5 -1.0 0.1
H -1.4577 -2.2696 -0.2169 -0.8 0.3 0.2
H -2.2752 0.4391 -0.0607 -0.3 1.3 0.5
N -0.5632 1.6117 0.0547 0.0 1.6 0.6
N 0.7322 -1.6314 0.1616 3.0 0.1 -2.1
N -0.1999 -0.7350 -0.0483 -1.3 2.0 0.1
N -2.6102 -0.5030 -0.0097 -0.1 -0.5 -0.8
```
Positions in Å, forces in eV/Å.

Computed properties:
SMILES: [H]/N=C\n1nccc1N
Orbital gap, eV: 10.01
Total energy, eV: -10203.41525
Relative energy (zero: lowest compared OMol25 entry of this formula, charge and spin), kcal per mole: 58.2

=====

Computed, not measured: one molecule with the formula C4H6N4 in a non-equilibrium geometry, with the ωB97M-V functional and the def2-TZVPD basis.

```
14
Properties=species:S:1:pos:R:3:forces:R:3
C 0.8448 0.5800 0.1535 2.1 0.3 -1.5
C 1.3519 -1.5950 -0.1361 -4.8 -0.2 -0.1
C -0.0196 -1.5021 0.1971 0.4 -0.9 0.1
C -1.6075 0.4253 0.0237 -3.0 -0.4 -0.5
H 0.5565 2.8202 0.4588 1.8 -2.7 -1.4
H 2.0644 2.1564 -0.4220 -2.0 -0.1 0.9
H 1.6538 -2.6174 -0.6092 0.6 2.5 1.2
H -0.8374 -2.3119 0.3154 1.6 1.8 -0.2
H -1.4568 1.5119 -0.0321 -0.6 -0.2 0.2
H -3.4839 0.6701 -0.1596 1.2 -1.6 -1.0
N 1.0594 2.0200 -0.1098 -0.7 -0.7 1.2
N 1.8136 -0.2824 -0.1507 0.6 1.1 0.1
N -0.3405 -0.1002 0.4031 -1.1 -1.9 -1.5
N -2.8059 -0.1629 -0.2826 3.9 3.1 2.4
```
Positions in Å, forces in eV/Å.

Computed properties:
SMILES: [H]/N=C/n1ccnc1N
Orbital gap, eV: 9.02
Total energy, eV: -10203.14145
Relative energy (zero: lowest compared OMol25 entry of this formula, charge and spin), kcal per mole: 64.5